(1)
{
  "formula": "C41H43Br2Cl2F4N3O4RbS2",
  "method": "ωB97M-V/def2-TZVPD",
  "orbital_gap_ev": 4.53,
  "relative_energy_kcal_mol": 75.9,
  "lumo_energy_ev": 1.33,
  "homo_ev": -3.197,
  "charge": -1,
  "elements": ["Rb", "C", "C", "N", "C", "C", "C", "C", "N", "C", "C", "F", "C", "F", "C", "C", "F", "C", "F", "H", "H", "H", "H", "H", "H", "H", "H", "H", "H", "H", "H", "H", "H", "H", "Cl", "C", "Cl", "H", "H", "O", "S", "C", "C", "C", "C", "S", "O", "C", "C", "C", "C", "C", "C", "C", "C", "C", "C", "C", "C", "H", "H", "H", "H", "H", "H", "H", "H", "H", "H", "H", "H", "H", "H", "H", "H", "H", "H", "Br", "C", "C", "C", "C", "C", "N", "H", "H", "H", "H", "Br", "C", "C", "C", "C", "C", "C", "C", "O", "O", "H", "H", "H", "H"],
  "xyz": [[0.49013, -0.52091, 0.10457], [5.08899, -1.92733, 1.68036], [4.81036, -2.88024, 0.51662], [3.72641, -2.52033, -0.41870], [4.23286, -2.03285, -1.69402], [4.96348, -0.69098, -1.47210], [2.75865, -3.57927, -0.70250], [2.10645, -4.15049, 0.55871], [1.86807, -3.02296, 1.45512], [1.35317, -3.29891, 2.64769], [1.19923, -2.19547, 3.56706], [1.31254, -0.96099, 3.02465], [1.06095, -2.35978, 4.92107], [1.00345, -1.24531, 5.68461], [1.05343, -3.67531, 5.47432], [1.10412, -4.78048, 4.63484], [1.02506, -5.99851, 5.19547], [1.16657, -4.58679, 3.27064], [0.99783, -5.59241, 2.36098], [6.11984, -1.94267, 2.01069], [4.42600, -2.15060, 2.50716], [4.77598, -0.92521, 1.47998], [4.73682, -3.89876, 1.01046], [5.74833, -2.91583, -0.07417], [3.41896, -1.87128, -2.41557], [4.93883, -2.79736, -2.14357], [4.39431, 0.05595, -0.93631], [5.12116, -0.32178, -2.49230], [5.91067, -0.72151, -0.94703], [3.32725, -4.39555, -1.20433], [1.98767, -3.13298, -1.34842], [2.68285, -4.95560, 0.99002], [1.17481, -4.60547, 0.17083], [0.86202, -3.82782, 6.53212], [1.93308, 4.63294, -2.26229], [2.43027, 3.00586, -2.74047], [1.06248, 1.79657, -2.50898], [3.25910, 2.64439, -2.09379], [2.65845, 3.04165, -3.82371], [-1.48055, 0.96759, 1.76755], [-2.79242, 0.66831, 2.47555], [-4.10629, 0.94501, 1.23182], [-3.78327, 1.93190, 0.05602], [-4.88396, 1.84840, -1.05249], [-4.62042, 0.72955, -2.08119], [-3.13979, 0.93451, -3.19162], [-1.96713, 0.85923, -2.30917], [-3.32196, 2.62096, -3.81384], [-4.46637, 2.90443, -4.50190], [-4.48939, 4.05701, -5.33592], [-3.34925, 4.81560, -5.52850], [-2.15311, 4.39966, -4.86621], [-2.17791, 3.39923, -3.94926], [-3.11793, 1.99032, 3.58730], [-2.73270, 3.30603, 3.31344], [-2.99248, 4.27378, 4.29175], [-3.40860, 3.89652, 5.55930], [-3.77503, 2.57537, 5.82264], [-3.71483, 1.66601, 4.77524], [-5.13117, 1.14981, 1.68522], [-4.26188, -0.04365, 0.76023], [-2.82507, 1.70400, -0.35214], [-3.86877, 2.97438, 0.40198], [-5.03095, 2.82899, -1.49992], [-5.84194, 1.62364, -0.57425], [-5.48956, 0.53013, -2.67886], [-4.37018, -0.21308, -1.62525], [-5.32426, 2.26550, -4.54707], [-5.40142, 4.24787, -5.94252], [-3.28749, 5.69239, -6.19554], [-1.19167, 4.94380, -5.00245], [-1.23507, 3.17205, -3.44030], [-2.17287, 3.63352, 2.40363], [-2.82450, 5.34381, 4.08512], [-3.58234, 4.69534, 6.29203], [-4.09234, 2.30417, 6.83585], [-3.94637, 0.62611, 4.97013], [-0.77530, -5.28771, -2.61773], [-0.87961, -6.26557, -4.21466], [-1.98684, -5.96988, -5.03421], [-2.14492, -6.72872, -6.22089], [-0.97309, -7.49793, -6.62944], [0.08518, -7.62398, -5.74099], [0.10246, -7.05220, -4.54230], [-2.73046, -5.24540, -4.63031], [-3.04891, -6.81436, -6.82433], [-0.89015, -8.03881, -7.56627], [1.02094, -8.13432, -5.91878], [1.59471, 7.33436, 4.26761], [2.11025, 5.74399, 3.39867], [3.33343, 5.64202, 2.75819], [3.63389, 4.39789, 2.23396], [2.84281, 3.28248, 2.34289], [1.62337, 3.44543, 2.97738], [1.25013, 4.64069, 3.55362], [3.24727, 1.97763, 1.70253], [4.43486, 1.55250, 1.97476], [2.39951, 1.46332, 0.93991], [4.11524, 6.43775, 2.70107], [4.53442, 4.28836, 1.68757], [0.86882, 2.66752, 2.96747], [0.29261, 4.82113, 4.08817]],
  "forces_ev_per_angstrom": [[0.69, 0.18, 0.55], [-1.20, 0.01, 0.06], [1.03, -0.71, 0.18], [-0.47, -0.24, -0.22], [1.14, 0.38, 1.19], [-0.13, -0.13, -1.33], [1.14, -0.25, 0.85], [-0.66, 1.22, -0.78], [-1.53, -0.76, -0.14], [1.24, 0.40, 0.95], [-0.06, -0.49, -0.24], [-0.10, 0.12, 0.25], [0.23, -1.26, -0.65], [-0.11, -0.41, 0.28], [-0.25, 1.13, 0.68], [-0.25, 1.35, -0.53], [-0.10, -0.41, -0.19], [-0.22, 0.41, -0.81], [0.02, -0.87, 0.75], [0.25, -0.11, -0.01], [0.01, -0.43, 0.39], [0.22, 0.91, -0.54], [-0.48, 0.83, -1.08], [-0.23, -0.23, 0.03], [0.03, -0.13, 0.35], [-0.41, 0.58, 0.09], [-0.63, -0.06, 0.20], [0.41, 0.34, 0.12], [0.24, -0.46, -0.03], [-0.68, 0.01, -0.36], [0.20, -0.32, -0.07], [0.45, -0.21, 0.16], [0.13, -0.14, 0.35], [0.19, 0.08, -0.13], [0.05, -0.17, 0.04], [-0.16, -0.90, 0.07], [0.77, 0.85, -0.35], [-0.63, 0.40, -0.55], [-0.05, -0.23, 0.87], [-1.33, -0.25, 0.50], [1.02, -0.23, -1.22], [-1.32, 0.06, -1.13], [-1.85, 0.36, 0.91], [0.52, -0.98, 0.50], [0.49, 1.27, -0.06], [-1.18, -0.14, -0.03], [0.86, 0.02, 0.51], [0.11, -1.00, 0.44], [-0.07, 1.70, -1.36], [-0.66, -0.46, -0.39], [1.30, -0.24, 0.24], [-0.35, 2.13, -0.61], [0.92, -0.81, 0.37], [0.27, 1.34, -0.79], [0.37, 0.78, -0.17], [0.48, 0.20, -0.39], [-0.96, 0.34, 0.18], [-0.07, 0.75, 0.07], [0.36, -0.81, 1.40], [1.46, 0.06, -0.10], [0.34, 0.13, 0.28], [0.74, 0.14, -0.13], [0.62, -0.37, 0.18], [0.24, -0.05, -0.38], [-0.06, -0.05, 0.03], [-0.40, 0.05, -0.61], [0.19, -0.38, 0.45], [-0.28, -0.39, 0.32], [0.69, 0.03, 0.67], [-0.33, -0.67, 0.33], [-0.96, -0.32, -0.03], [-0.55, -0.31, 0.03], [-0.73, -0.72, 0.67], [0.14, -0.70, 0.06], [0.29, -0.53, -0.10], [0.01, -0.08, -0.57], [-0.15, -0.05, -0.05], [0.21, 0.04, 0.58], [-0.57, 0.76, -1.11], [-1.06, -0.85, -0.40], [2.54, -0.56, 0.44], [-1.21, 0.43, 0.88], [-0.17, 0.48, -0.09], [0.16, 0.20, 0.75], [0.50, -0.84, -0.63], [0.25, 0.60, 0.19], [-0.41, 0.15, 0.03], [-0.21, -0.41, -0.63], [-0.05, 0.63, 0.14], [-0.06, -0.59, 0.54], [0.21, 0.34, 0.18], [0.60, 0.11, -0.15], [-0.57, 0.16, 0.05], [-1.15, -0.36, 0.14], [0.10, 1.41, -0.06], [2.62, -1.25, 0.23], [-2.51, 1.09, -0.63], [-0.29, -0.16, -0.21], [-1.16, -0.51, 0.05], [0.96, -0.14, -0.29], [0.31, -0.40, 0.09], [0.75, -0.47, -0.51]]
}

(2)
{
  "formula": "C5H6N2O",
  "method": "ωB97M-V/def2-TZVPD",
  "orbital_gap_ev": 9.26,
  "relative_energy_kcal_mol": 86.8,
  "lumo_energy_ev": 0.34,
  "homo_ev": -8.920,
  "elements": ["C", "C", "C", "C", "C", "H", "H", "H", "H", "H", "H", "N", "N", "O"],
  "xyz": [[0.39918, 0.05079, -2.22906], [0.02998, -0.00138, -0.82802], [-0.85015, 0.37053, 1.73449], [0.24101, -0.24896, 1.45156], [0.75162, -0.77101, 0.13998], [-0.69971, 0.07760, -2.99576], [1.02075, -0.88226, -2.72714], [1.23742, 1.12165, -2.22468], [-2.35086, 1.28270, 0.61351], [-1.21705, 0.75033, 2.78943], [0.89060, -0.34953, 2.42493], [-0.98617, 0.80920, -0.59943], [-1.41215, 0.96450, 0.64328], [1.80965, -1.35204, 0.02488]],
  "forces_ev_per_angstrom": [[1.56, 0.40, -4.90], [-1.87, 0.43, -1.45], [-3.19, 3.56, 1.00], [5.51, -3.67, 3.24], [0.04, 2.80, 2.99], [3.73, 0.63, 2.42], [-1.43, 2.44, 1.85], [-2.78, -3.24, -0.87], [-0.66, 0.63, 0.49], [0.79, -1.00, -2.38], [-0.89, -0.66, -2.20], [0.81, -1.28, 0.48], [-1.39, -0.21, -0.10], [-0.24, -0.82, -0.58]]
}

Which formula does entry 2 have?
C5H6N2O

What is the formula in the second record?
C5H6N2O

Copy entry 2 word for word.
{
  "formula": "C5H6N2O",
  "method": "ωB97M-V/def2-TZVPD",
  "orbital_gap_ev": 9.26,
  "relative_energy_kcal_mol": 86.8,
  "lumo_energy_ev": 0.34,
  "homo_ev": -8.920,
  "elements": ["C", "C", "C", "C", "C", "H", "H", "H", "H", "H", "H", "N", "N", "O"],
  "xyz": [[0.39918, 0.05079, -2.22906], [0.02998, -0.00138, -0.82802], [-0.85015, 0.37053, 1.73449], [0.24101, -0.24896, 1.45156], [0.75162, -0.77101, 0.13998], [-0.69971, 0.07760, -2.99576], [1.02075, -0.88226, -2.72714], [1.23742, 1.12165, -2.22468], [-2.35086, 1.28270, 0.61351], [-1.21705, 0.75033, 2.78943], [0.89060, -0.34953, 2.42493], [-0.98617, 0.80920, -0.59943], [-1.41215, 0.96450, 0.64328], [1.80965, -1.35204, 0.02488]],
  "forces_ev_per_angstrom": [[1.56, 0.40, -4.90], [-1.87, 0.43, -1.45], [-3.19, 3.56, 1.00], [5.51, -3.67, 3.24], [0.04, 2.80, 2.99], [3.73, 0.63, 2.42], [-1.43, 2.44, 1.85], [-2.78, -3.24, -0.87], [-0.66, 0.63, 0.49], [0.79, -1.00, -2.38], [-0.89, -0.66, -2.20], [0.81, -1.28, 0.48], [-1.39, -0.21, -0.10], [-0.24, -0.82, -0.58]]
}